[1]
{"formula": "C6H9N3", "method": "wB97M-V/def2-TZVPD", "smiles": "[H]/N=C\\n1cccc1CN", "e_above_lowest_ev": 5.335, "multiplicity": 1, "homo_energy_ev": -8.5, "total_energy_ha": -398.079375, "orbital_gap_ev": 9.3, "species": ["H", "N", "C", "N", "C", "C", "C", "C", "C", "N", "H", "H", "H", "H", "H", "H", "H", "H"], "positions_angstrom": [[1.5970, -1.0744, 1.2838], [2.3972, -0.4681, 1.2281], [1.9261, -0.0854, 0.0777], [0.5713, -0.2532, -0.5360], [0.4083, 0.5952, -1.6048], [-0.7661, 0.7437, -2.1063], [-1.5466, 0.0390, -1.0994], [-0.8501, -0.5522, -0.0253], [-1.2786, -0.6945, 1.2750], [-0.8015, 0.4433, 2.0691], [2.4661, 0.9242, -0.4849], [1.5850, 1.1507, -1.7551], [-1.0186, 1.1202, -3.1845], [-2.7630, 0.2835, -1.2153], [-1.0331, -1.7436, 1.7513], [-2.4423, -0.8600, 1.2028], [0.1306, 0.4818, 2.5001], [-1.0485, 1.3889, 1.4726]], "forces_ev_per_angstrom": [[-0.45, -1.72, 2.32], [-1.86, 0.13, -3.80], [0.89, 4.38, 0.40], [0.27, 0.63, 2.14], [9.04, 1.32, 0.21], [-3.18, -0.40, -2.13], [-4.42, 0.49, 0.14], [2.28, 2.63, -8.16], [-1.49, -3.18, 4.31], [-1.92, 3.06, -1.07], [-1.11, -3.41, 1.49], [-4.20, -1.62, -0.90], [0.20, -0.46, 2.76], [3.29, -1.38, 0.96], [0.16, 2.08, -0.50], [1.95, 1.04, 0.43], [-0.66, -0.41, -0.80], [1.22, -3.16, 2.21]], "mulliken_charge": [0.36, -0.58, 0.14, 0.13, -0.05, -0.46, -0.04, 0.07, -0.76, -0.51, 0.18, -0.02, 0.30, 0.16, 0.25, 0.25, 0.30, 0.29]}

***

[2]
{"formula": "C17H18BClN6O2V", "method": "wB97M-V/def2-TZVPD", "e_above_lowest_ev": 0.626, "charge": 2, "multiplicity": 4, "homo_energy_ev": [-14.8, -14.7], "total_energy_ha": -2566.193374, "orbital_gap_ev": [7.6, 3.9], "species": ["C", "N", "N", "C", "C", "B", "N", "N", "C", "C", "C", "V", "N", "N", "C", "C", "C", "H", "H", "H", "H", "H", "H", "H", "H", "H", "H", "H", "C", "H", "H", "H", "Cl", "C", "C", "C", "C", "C", "C", "C", "O", "O", "H", "H", "H", "H"], "positions_angstrom": [[2.9767, -0.0179, -0.8506], [1.6902, -0.0600, -1.2902], [1.7480, -0.2236, -2.6807], [3.0260, -0.3027, -3.0686], [3.8387, -0.1833, -1.9411], [0.5081, -0.0614, -3.5696], [-0.4231, -1.2070, -3.1583], [-1.0045, -1.2955, -1.9025], [-1.9633, -2.2589, -2.0030], [-1.9426, -2.8027, -3.3002], [-0.9634, -2.1091, -3.9945], [-0.0991, 0.0488, -0.5468], [-0.2139, 1.2563, -3.1353], [-0.6100, 1.4564, -1.8134], [-1.1942, 2.6883, -1.7496], [-1.1533, 3.2723, -3.0245], [-0.5271, 2.3375, -3.8635], [-1.5804, 3.0450, -0.8080], [-0.2763, 2.3561, -4.9109], [-1.5199, 4.2374, -3.3073], [0.7698, -0.0606, -4.7402], [-0.6067, -2.1805, -5.0122], [3.2640, -0.4404, -4.1127], [-2.5534, -3.6047, -3.6930], [4.9163, -0.2190, -1.9112], [-2.6785, -2.4638, -1.2138], [3.1919, 0.1977, 0.1901], [-2.0504, -0.9224, 1.1339], [-2.1718, -1.7194, 1.8760], [-2.9970, -2.3721, 1.5901], [-1.2506, -2.3009, 1.9327], [-2.3845, -1.2780, 2.8519], [-0.0807, 1.3031, 7.9238], [0.0986, 0.9273, 6.2555], [1.0614, -0.0149, 5.8573], [1.2020, -0.3198, 4.5027], [0.4091, 0.3212, 3.5564], [-0.5641, 1.2530, 3.9452], [-0.7101, 1.5596, 5.3034], [0.6007, -0.0377, 2.0919], [1.4232, -0.9027, 1.7480], [-0.2018, 0.6192, 1.2627], [1.6792, -0.4939, 6.6007], [1.9458, -1.0515, 4.1571], [-1.1841, 1.7430, 3.1873], [-1.4448, 2.2822, 5.6347]], "forces_ev_per_angstrom": [[-0.26, -0.02, -1.01], [1.36, -0.14, -1.46], [0.90, 0.54, 0.86], [-0.34, 0.07, 0.98], [-0.12, 0.04, 0.45], [-0.35, 0.04, 0.67], [-0.66, -0.56, -0.01], [-0.19, -0.40, -0.60], [0.58, 0.33, -0.96], [-0.19, -0.06, 0.42], [-0.16, 0.23, 1.01], [-0.64, -0.67, -0.65], [-0.13, 0.55, 0.71], [-0.20, 1.10, -1.25], [0.71, -0.75, -1.26], [0.14, -0.56, 0.39], [-0.26, -0.13, 1.28], [-0.02, 0.11, -0.10], [-0.09, 0.12, -0.03], [-0.10, 0.17, -0.02], [-0.04, -0.04, 0.30], [-0.14, -0.01, 0.10], [0.05, 0.04, 0.09], [0.02, 0.20, 0.17], [-0.11, 0.05, 0.00], [0.46, -0.04, 0.06], [-0.01, -0.34, -0.24], [-0.27, -0.13, 0.16], [0.05, -0.09, -0.11], [0.10, 0.08, 0.04], [-0.06, -0.06, 0.00], [-0.01, 0.03, -0.14], [0.15, -0.35, -1.64], [0.00, 0.25, 1.75], [0.85, -1.01, -1.36], [0.85, -0.46, 1.65], [-0.17, -0.01, -0.74], [-0.63, 0.89, 1.35], [-0.82, 0.47, -1.99], [0.57, -0.88, -0.56], [-1.72, 1.72, 0.45], [0.90, -0.40, 0.54], [0.06, -0.06, 0.06], [-0.39, 0.37, 0.27], [0.26, -0.22, 0.42], [0.00, -0.01, -0.06]], "mulliken_charge": [-0.18, 0.05, -0.09, -0.07, -1.13, 0.20, -0.03, 0.07, -0.21, -1.11, -0.10, 1.38, 0.06, -0.13, -0.08, -1.21, -0.03, 0.50, 0.48, 0.42, -0.06, 0.46, 0.48, 0.40, 0.41, 0.43, 0.49, 0.01, -0.94, 0.35, 0.34, 0.30, 0.02, 0.42, -0.56, -0.28, 0.41, -0.17, -0.62, 0.66, -0.63, -0.59, 0.48, 0.49, 0.43, 0.46]}